{
  "formula": "C52H125N7O4",
  "method": "ωB97M-V with the def2-TZVPD basis set",
  "charge": 6,
  "orbital_gap_ev": 8.013,
  "lumo_energy_ev": -11.0146,
  "homo_ev": -19.03,
  "fmax_ev_per_a": 2.51,
  "symbols": ["C", "O", "H", "H", "H", "C", "C", "C", "N", "C", "C", "C", "C", "C", "C", "H", "H", "H", "H", "H", "H", "H", "H", "H", "H", "H", "H", "H", "H", "H", "H", "H", "H", "H", "H", "C", "C", "C", "N", "C", "C", "C", "C", "C", "C", "H", "H", "H", "H", "H", "H", "H", "H", "H", "H", "H", "H", "H", "H", "H", "H", "H", "H", "H", "H", "C", "C", "C", "N", "C", "C", "C", "C", "C", "C", "H", "H", "H", "H", "H", "H", "H", "H", "H", "H", "H", "H", "H", "H", "H", "H", "H", "H", "H", "H", "C", "C", "C", "N", "C", "C", "C", "C", "C", "C", "H", "H", "H", "H", "H", "H", "H", "H", "H", "H", "H", "H", "H", "H", "H", "H", "H", "H", "H", "H", "C", "N", "C", "C", "C", "C", "O", "H", "H", "H", "H", "H", "H", "H", "H", "H", "H", "H", "H", "H", "H", "C", "N", "C", "C", "C", "C", "O", "H", "H", "H", "H", "H", "H", "H", "H", "H", "H", "H", "H", "H", "H", "C", "N", "C", "C", "C", "C", "O", "H", "H", "H", "H", "H", "H", "H", "H", "H", "H", "H", "H", "H", "H"],
  "positions_angstrom": [[7.149, 11.158, 7.236], [7.973, 11.207, 6.132], [6.838, 12.193, 7.516], [6.212, 10.583, 7.152], [7.711, 10.886, 8.153], [14.734, 14.642, 7.915], [13.236, 14.622, 8.224], [12.740, 13.254, 8.626], [11.369, 13.239, 9.281], [10.923, 11.798, 9.559], [11.733, 11.280, 10.745], [11.582, 12.067, 12.042], [11.974, 13.525, 11.728], [11.198, 14.086, 10.539], [10.407, 13.856, 8.278], [15.081, 15.584, 7.499], [14.946, 13.791, 7.267], [15.309, 14.542, 8.837], [12.600, 14.984, 7.415], [13.107, 15.265, 9.101], [13.430, 12.716, 9.279], [12.672, 12.594, 7.755], [11.040, 11.235, 8.635], [9.860, 11.821, 9.807], [12.744, 10.991, 10.462], [11.290, 10.323, 11.059], [12.261, 11.685, 12.802], [10.574, 12.072, 12.465], [13.034, 13.422, 11.483], [11.856, 14.255, 12.527], [11.429, 15.135, 10.374], [10.123, 14.016, 10.721], [9.409, 13.602, 8.627], [10.542, 13.291, 7.352], [10.530, 14.898, 8.001], [3.480, 12.183, 9.844], [3.568, 13.577, 9.238], [2.771, 14.605, 10.024], [2.811, 15.982, 9.395], [2.213, 15.875, 8.000], [1.859, 17.221, 7.401], [0.991, 18.099, 8.268], [1.523, 18.239, 9.687], [1.907, 16.860, 10.276], [4.150, 16.605, 9.328], [2.460, 11.778, 9.855], [3.752, 12.047, 10.896], [4.047, 11.406, 9.326], [3.241, 13.426, 8.208], [4.640, 13.796, 9.181], [3.087, 14.699, 11.059], [1.752, 14.228, 9.936], [1.302, 15.270, 7.991], [2.895, 15.253, 7.422], [1.260, 17.072, 6.496], [2.742, 17.723, 6.993], [-0.070, 17.844, 8.234], [0.981, 19.081, 7.786], [0.886, 18.791, 10.375], [2.440, 18.838, 9.658], [0.961, 16.326, 10.380], [2.382, 16.910, 11.253], [4.674, 16.619, 10.282], [4.057, 17.564, 8.833], [4.789, 15.946, 8.732], [7.193, 14.733, 6.409], [6.226, 15.332, 5.372], [6.776, 16.714, 4.968], [6.126, 17.435, 3.790], [6.116, 16.492, 2.592], [5.627, 17.178, 1.304], [6.433, 18.439, 0.986], [6.533, 19.379, 2.185], [6.939, 18.662, 3.468], [4.764, 17.837, 4.249], [8.049, 14.336, 5.861], [6.743, 13.911, 6.963], [7.499, 15.537, 7.082], [5.271, 15.418, 5.894], [6.168, 14.627, 4.547], [7.813, 16.584, 4.643], [6.852, 17.405, 5.807], [7.090, 16.012, 2.527], [5.369, 15.749, 2.869], [5.725, 16.478, 0.474], [4.567, 17.413, 1.403], [7.409, 18.157, 0.594], [5.843, 18.956, 0.230], [7.366, 20.062, 2.013], [5.656, 20.007, 2.349], [7.981, 18.399, 3.270], [6.922, 19.352, 4.311], [4.861, 18.553, 5.059], [4.155, 16.962, 4.461], [4.225, 18.308, 3.426], [8.783, 6.023, 16.410], [8.068, 7.363, 16.098], [8.665, 8.006, 14.852], [7.964, 9.276, 14.338], [6.510, 9.001, 13.949], [6.442, 7.966, 12.830], [7.098, 8.564, 11.610], [8.573, 8.873, 11.892], [8.743, 9.769, 13.112], [7.904, 10.300, 15.422], [8.544, 5.362, 15.571], [8.319, 5.549, 17.271], [9.867, 6.067, 16.470], [8.170, 8.084, 16.908], [7.029, 7.060, 15.963], [8.796, 7.332, 14.009], [9.673, 8.347, 15.103], [6.011, 8.624, 14.839], [6.050, 9.944, 13.657], [6.803, 7.021, 13.244], [5.407, 7.652, 12.661], [7.054, 7.876, 10.757], [6.611, 9.422, 11.139], [9.185, 7.975, 11.913], [8.786, 9.355, 10.932], [9.753, 10.019, 13.435], [8.298, 10.770, 13.056], [8.870, 10.444, 15.909], [7.288, 9.885, 16.217], [7.526, 11.225, 14.998], [5.079, 11.788, 4.443], [3.766, 11.006, 4.345], [3.901, 9.941, 3.264], [3.563, 10.254, 5.637], [2.599, 11.913, 3.966], [2.227, 12.990, 4.972], [3.073, 14.114, 5.078], [5.851, 11.076, 4.181], [5.044, 12.250, 5.423], [4.997, 12.541, 3.659], [3.154, 9.169, 3.415], [4.892, 9.506, 3.369], [3.831, 10.443, 2.302], [2.653, 9.667, 5.536], [3.472, 11.022, 6.402], [4.395, 9.602, 5.887], [1.747, 11.241, 3.861], [2.903, 12.314, 3.001], [1.981, 12.539, 5.939], [1.203, 13.273, 4.698], [2.703, 14.889, 4.645], [9.877, 7.180, 9.204], [10.890, 6.773, 8.139], [12.032, 7.735, 8.154], [11.349, 5.410, 8.452], [10.014, 6.827, 6.885], [10.685, 6.111, 5.723], [11.880, 6.798, 5.377], [9.039, 6.495, 9.217], [9.649, 8.235, 9.060], [10.387, 7.180, 10.170], [12.713, 7.498, 7.339], [12.561, 7.639, 9.098], [11.659, 8.726, 7.901], [11.789, 5.357, 9.450], [12.151, 5.110, 7.780], [10.588, 4.629, 8.475], [9.789, 7.849, 6.569], [9.059, 6.382, 7.146], [10.021, 6.034, 4.858], [10.838, 5.058, 5.982], [11.973, 6.687, 4.425], [9.641, 12.009, 1.070], [9.396, 11.923, 2.566], [8.266, 12.781, 3.037], [9.191, 10.466, 2.916], [10.664, 12.470, 3.221], [10.648, 12.703, 4.717], [10.640, 11.492, 5.422], [8.766, 11.609, 0.563], [10.544, 11.441, 0.865], [9.791, 13.037, 0.746], [8.040, 12.541, 4.077], [7.365, 12.494, 2.485], [8.492, 13.794, 2.717], [9.022, 10.442, 3.991], [10.062, 9.908, 2.594], [8.280, 10.211, 2.375], [10.887, 13.369, 2.642], [11.478, 11.797, 2.947], [9.902, 13.438, 5.032], [11.614, 13.160, 4.960], [9.744, 11.360, 5.804]],
  "atomic_forces_ev_per_a": [[1.2, 1.4, -0.1], [-0.1, -0.2, -0.4], [-0.4, -0.2, 0.1], [0.1, -0.4, 0.0], [-0.3, -0.7, 0.1], [-0.2, -0.5, 0.1], [-0.1, 0.6, 1.0], [0.5, -1.0, 0.1], [-0.8, 1.4, -1.1], [0.6, 1.0, 0.7], [-1.2, -1.9, 0.5], [0.5, 1.8, -0.2], [0.3, -0.4, -0.4], [0.2, -1.0, 0.6], [-0.3, -1.8, -0.7], [-0.3, -0.1, -0.4], [0.5, 0.3, -0.2], [-0.1, -0.3, 0.0], [0.3, 0.2, -0.1], [-0.2, 0.3, -0.3], [0.0, 0.4, 0.3], [-0.3, 0.1, 0.0], [0.2, 0.0, 0.0], [0.0, 0.2, 0.0], [0.2, 0.5, 0.2], [0.0, -0.2, -0.7], [-0.1, -0.1, 0.0], [-0.1, -0.4, -0.3], [0.1, 0.7, 0.0], [0.1, -0.3, 0.3], [0.2, -0.1, -0.4], [0.0, 0.1, 0.2], [-0.1, 0.4, 0.0], [0.0, -0.1, 0.0], [0.3, 0.1, 0.8], [-0.9, -1.3, 0.9], [1.3, -1.0, 0.2], [0.4, -0.4, -1.2], [-1.7, 0.2, 0.4], [-0.2, -0.1, -0.3], [0.0, -0.2, -1.1], [-0.3, 1.2, 0.3], [1.7, -0.4, -0.1], [-1.2, 0.4, -0.1], [0.8, -1.1, -0.6], [-0.1, 0.3, -0.3], [0.3, 0.7, 0.0], [0.2, 0.4, -0.3], [-0.2, 0.5, 0.0], [-0.1, 0.4, 0.0], [0.0, -0.1, 0.0], [-0.2, 0.6, 0.5], [-0.1, 0.1, 0.9], [0.3, 0.5, -0.2], [0.1, -0.5, 0.0], [0.1, 0.2, 0.5], [0.1, -0.6, 0.2], [0.1, 0.1, 0.2], [-0.3, -0.3, 0.0], [0.0, 0.1, -0.1], [0.2, -0.4, 0.1], [0.1, 0.1, 0.0], [-0.6, 0.4, 0.3], [0.1, 0.1, 0.3], [-0.2, 0.2, -0.3], [0.0, 0.4, -0.6], [0.1, 0.5, 0.9], [0.9, -0.5, -0.8], [0.4, -0.5, 0.9], [-1.5, 0.3, 0.0], [0.7, 0.1, 0.5], [-1.1, 0.0, 0.1], [0.2, 0.0, 0.3], [0.6, 0.6, -0.7], [-0.6, 0.2, -1.4], [0.2, 0.0, 0.4], [0.0, 0.2, -0.1], [0.2, -0.3, 0.2], [-0.3, 0.0, -0.5], [-0.3, 0.2, -0.2], [0.0, -0.1, 0.0], [-0.4, 0.1, 0.0], [0.2, 0.3, 0.0], [0.2, -0.3, 0.0], [-0.1, -0.1, 0.1], [0.0, 0.0, 0.0], [0.1, 0.2, 0.0], [0.5, 0.1, -0.3], [-0.2, 0.2, 0.0], [-0.2, -0.2, -0.2], [-0.1, -0.7, 0.5], [-0.1, -0.2, 0.2], [-0.1, -0.2, 0.2], [0.3, -0.1, 0.5], [0.3, 0.3, 0.0], [-0.6, 0.2, -0.9], [0.4, -0.5, -0.2], [0.3, 0.3, 0.3], [0.1, -1.1, -0.2], [0.1, -0.8, 0.0], [-1.2, 0.4, 0.7], [0.5, -1.6, -0.6], [-0.7, 0.6, -0.9], [-0.8, 1.1, 1.0], [0.5, -0.3, 0.3], [0.1, -0.1, 0.0], [0.3, 0.1, 0.3], [0.0, 0.2, 0.4], [-0.2, -0.2, 0.2], [-0.2, 0.5, 0.0], [-0.4, -0.1, 0.1], [0.0, 0.1, 0.0], [0.1, 0.2, 0.1], [0.2, 0.1, 0.0], [0.8, 0.1, -0.6], [-0.2, 0.7, -0.1], [0.2, -0.3, 0.3], [-0.3, 0.4, 0.9], [-0.1, -0.1, 0.4], [1.0, 0.6, 0.5], [0.2, -0.7, 0.0], [-0.1, -0.1, -1.0], [0.2, 0.1, -0.5], [-0.4, 0.3, -0.2], [-0.1, 0.0, 0.2], [-1.8, -0.3, -0.9], [0.7, -1.0, -0.1], [0.3, 0.7, 0.2], [-0.5, 0.9, -0.1], [0.7, -0.4, 0.6], [-1.6, -0.2, -0.2], [0.6, -0.3, 0.3], [0.5, 0.2, 0.8], [0.8, 0.0, 0.0], [0.3, 0.1, 0.1], [-0.2, 0.1, -0.2], [-0.1, -0.1, 0.0], [-0.2, -0.2, -0.1], [-0.1, 0.0, 0.2], [-0.1, -0.3, 0.2], [0.2, 0.1, -0.4], [-0.1, 0.1, -0.2], [-0.3, 0.1, 0.0], [0.8, 0.1, 0.2], [0.2, 0.3, -0.4], [-0.3, -0.2, -0.1], [1.6, 0.5, 0.7], [-2.3, 0.6, 0.7], [0.3, -0.2, -0.9], [1.2, -1.2, 0.4], [0.7, -0.3, -1.2], [-0.4, -0.4, -0.1], [-0.5, -0.3, -0.1], [-0.1, 0.1, -0.1], [-0.5, -0.2, -0.5], [0.0, -0.4, 0.0], [0.0, -0.3, 0.1], [-0.2, 0.2, 0.1], [-0.1, 0.1, 0.5], [0.0, 0.5, 0.0], [-0.2, 0.1, -0.2], [-0.4, 0.5, -0.5], [0.4, 0.2, 0.6], [0.1, -0.4, 0.0], [-0.3, 0.4, 0.2], [0.4, 0.1, 0.1], [0.5, 0.0, 0.1], [-0.5, 0.1, 0.4], [1.2, 0.3, 0.2], [-0.7, -1.1, -1.2], [-0.7, 1.2, 0.1], [0.3, 0.1, -0.8], [0.9, -0.1, -0.1], [-0.4, 0.1, 0.4], [0.1, -0.2, -0.1], [-0.1, -0.1, -0.2], [0.0, 0.1, 0.2], [0.4, 0.5, 0.3], [0.2, -0.1, -0.2], [0.1, 0.2, 0.6], [0.0, -0.4, 0.0], [-0.1, -0.1, 0.0], [0.2, -0.5, 0.0], [-0.1, 0.3, 0.4], [-0.1, -0.3, 0.2], [-0.3, -0.3, 0.0], [0.0, 0.3, -0.4], [-0.7, -0.2, 0.2]],
  "lowdin_charge": [-0.360, -0.392, 0.020, 0.039, 0.043, -0.058, -0.227, -0.132, -0.236, -0.088, -0.166, -0.170, -0.135, -0.096, 0.005, 0.093, 0.085, 0.092, 0.105, 0.114, 0.131, 0.138, 0.124, 0.124, 0.127, 0.103, 0.132, 0.102, 0.127, 0.136, 0.134, 0.134, 0.099, 0.082, 0.112, -0.098, -0.239, -0.104, -0.255, -0.116, -0.179, -0.172, -0.131, -0.077, 0.027, 0.091, 0.082, 0.065, 0.091, 0.105, 0.151, 0.146, 0.152, 0.091, 0.129, 0.105, 0.135, 0.133, 0.141, 0.116, 0.145, 0.142, 0.127, 0.104, 0.088, -0.082, -0.217, -0.122, -0.258, -0.095, -0.145, -0.157, -0.148, -0.114, 0.030, 0.057, 0.041, 0.084, 0.089, 0.082, 0.134, 0.142, 0.130, 0.115, 0.130, 0.120, 0.129, 0.134, 0.138, 0.128, 0.146, 0.146, 0.121, 0.091, 0.115, -0.059, -0.210, -0.125, -0.264, -0.094, -0.148, -0.186, -0.171, -0.096, 0.022, 0.080, 0.094, 0.087, 0.114, 0.116, 0.118, 0.143, 0.134, 0.140, 0.127, 0.137, 0.114, 0.120, 0.104, 0.092, 0.126, 0.127, 0.126, 0.112, 0.112, 0.021, -0.346, 0.036, 0.018, -0.074, -0.221, -0.068, 0.088, 0.095, 0.095, 0.120, 0.105, 0.117, 0.121, 0.086, 0.111, 0.154, 0.142, 0.121, 0.148, 0.097, -0.010, -0.331, 0.026, 0.003, -0.087, -0.221, -0.043, 0.114, 0.093, 0.099, 0.106, 0.119, 0.101, 0.123, 0.125, 0.131, 0.141, 0.135, 0.139, 0.124, 0.112, 0.033, -0.349, -0.010, 0.041, -0.092, -0.260, -0.092, 0.115, 0.120, 0.115, 0.073, 0.101, 0.106, 0.077, 0.119, 0.108, 0.140, 0.149, 0.096, 0.131, 0.022]
}